Computed, not measured: 3 unconnected molecules or ions with the total composition C4H8O3 in a non-equilibrium geometry, with the ωB97M-V functional and the def2-TZVPD basis.

```
15
Properties=species:S:1:pos:R:3:lowdin_charge:R:1
O 1.493 -0.808 0.881 0.008
C 0.460 -0.981 1.490 -0.384
C -0.404 0.025 1.991 0.155
C -1.455 -0.493 -0.763 0.199
C -1.326 0.882 -0.434 -0.407
O -0.508 1.648 -0.912 0.007
H 0.093 -1.993 1.679 0.114
H -1.291 -0.273 2.545 0.081
H -0.141 1.063 1.889 0.084
H -0.808 -0.989 -1.478 0.086
H -2.227 -1.060 -0.309 0.062
H -2.004 1.247 0.341 0.108
H 0.798 0.600 -1.588 -0.013
H 1.538 -0.449 -0.911 -0.036
O 1.434 -0.108 -1.787 -0.066
```

Properties
ΔE to the lowest compared entry with this formula, charge and spin, eV: 5.737
Multiplicity: 1
Total energy, a.u.: -382.75399
LUMO level, eV: -3.43